Entry 1:
Entry from the OMol25 dataset: CH4BaO as an isolated structure in a non-equilibrium geometry (ωB97M-V/def2-TZVPD).

Summary:
M, u: 169.4
Relative energy (zero: lowest compared OMol25 entry of this formula, charge and spin), kcal per mole: 0.00
Gap between HOMO and LUMO, eV: 6.04
Lowest unoccupied orbital energy, eV: -0.77
E_HOMO, eV: -6.8

Each line ends with the Mulliken charge.
Geometry (Å):
1 H -1.539551 0.415227 0.236883  0.2599
2 H -1.153094 1.798756 -0.615478  0.3630
3 H 0.957493 -2.681916 0.268009  0.2036
4 O 1.390826 -1.829672 0.285110  -0.9691
5 Ba 1.392317 -0.068820 -1.251146  1.4183
6 H -0.389602 1.325370 1.055626  0.2585
7 C -0.658387 1.041058 0.020993  -1.5342

Cartesian forces, eV/Å:
H 0.2 -0.5 -0.2
H 0.4 0.6 0.6
H 0.0 -0.2 0.3
O 0.3 0.5 -1.0
Ba -0.3 -0.6 1.0
H 0.1 0.7 -0.5
C -0.7 -0.5 -0.2

Entry 2:
Entry from the OMol25 dataset: a 2-piece molecular cluster, C4H7NO2 overall in a non-equilibrium geometry (ωB97M-V/def2-TZVPD).

Summary:
M, u: 101.1
Relative energy (zero: lowest compared OMol25 entry of this formula, charge and spin), kcal per mole: 48.15
Gap between HOMO and LUMO, eV: 10.75
Lowest unoccupied orbital energy, eV: 0.59
E_HOMO, eV: -10.2
SMILES: C[C@@H](C#N)C=O.O

Each line ends with the natural charge from an NBO analysis.
Geometry (Å):
1 C 0.307378 1.054017 -0.141772  -0.4565
2 H -1.531305 0.059492 -0.421499  0.1219
3 H -0.555900 -1.831579 -2.088066  0.4872
4 H -0.167800 0.557307 1.977027  0.2221
5 N 2.407659 0.530477 -1.526889  -0.3454
6 C 1.436633 0.758157 -0.991763  0.3170
7 C -0.997008 0.896289 -0.850530  0.4879
8 H 1.354897 -0.358911 1.207468  0.2407
9 C 0.349048 0.100690 1.084800  -0.6020
10 H -0.260887 -0.753290 0.969612  0.2204
11 O -1.269445 1.579783 -1.780783  -0.5085
12 H 0.390283 2.084500 0.164558  0.2700
13 H 0.673847 -0.901990 -2.213897  0.5012
14 O -0.057438 -1.167960 -1.620280  -0.9560

Cartesian forces, eV/Å:
C 0.5 -0.9 1.6
H -1.3 -0.1 0.0
H -0.3 -0.3 -0.3
H 1.4 -0.1 -0.6
N 1.7 -0.5 -1.3
C -1.0 1.0 1.1
C 0.6 0.0 -0.3
H -0.6 0.9 0.6
C 0.3 0.7 0.9
H -0.8 -1.0 -0.9
O -1.0 0.5 -0.7
H 0.1 0.4 0.2
H -0.4 -0.4 0.3
O 0.8 -0.2 -0.5

Entry 3:
Entry from the OMol25 dataset: C25H36BClFN4NbO2PS as an isolated structure in a non-equilibrium geometry (ωB97M-V/def2-TZVPD).

Summary:
Charge: -1
M, u: 645.8
Gap between HOMO and LUMO, eV: 5.86
Lowest unoccupied orbital energy, eV: 2.26
E_HOMO, eV: -3.6

Each line ends with the Mulliken charge.
Geometry (Å):
1 C 4.165735 6.633366 2.043318  -0.2629
2 H -4.009539 -2.976799 1.637451  0.4603
3 H 4.684368 2.115659 -2.380919  0.1087
4 H 0.465196 1.800642 -0.108580  0.2887
5 H -1.457653 1.511169 -3.028486  0.0851
6 H -0.789763 2.892259 -3.840145  0.4065
7 O -0.043578 2.229135 -0.816893  -0.5340
8 C -2.555090 -0.196219 3.769878  -0.8408
9 H 4.862867 -2.165531 -3.686765  0.3041
10 H 6.058908 3.847744 1.893251  0.3836
11 H 2.343401 4.870698 0.028451  0.4958
12 H 4.167974 3.215257 0.388090  0.1422
13 C -3.665054 -0.870832 4.251573  -0.1631
14 Nb 2.369460 -0.022945 -2.123911  -0.0138
15 H -4.573818 1.028734 -0.367975  0.4133
16 C -1.080216 -1.119921 -1.386904  0.5098
17 H 5.536786 -3.017923 -2.281326  0.2092
18 H 0.833521 -2.784685 4.279189  0.3914
19 C -6.586781 1.799063 -0.372940  -0.4776
20 H -4.098223 -0.607284 5.208232  0.3779
21 C -5.569471 0.737375 -2.245100  -0.0173
22 C -7.707971 1.481084 -2.447397  -0.2828
23 C -2.039751 -0.572063 2.538337  -0.1771
24 N 0.609147 -4.278302 1.276787  -0.3912
25 C -5.485160 1.175546 -0.931565  -0.1563
26 C -7.726127 1.957708 -1.146224  -0.2644
27 N -2.551728 -1.549139 1.794453  -0.0814
28 H 0.265787 -0.885035 -3.851569  0.4262
29 H 1.988596 -5.521294 0.415937  0.3296
30 H 0.536124 -2.478741 -1.222967  -0.0789
31 C 2.646953 -4.898521 2.370411  -0.3655
32 H -8.609848 2.440484 -0.750768  0.3583
33 C -0.055041 -2.022727 -2.003572  0.0359
34 C -0.556219 1.898942 -3.476317  -0.8424
35 C -4.211350 -1.888164 3.486222  -0.5204
36 H -0.627166 -2.987645 2.264138  0.2720
37 H -1.475858 -1.569934 -0.491504  -0.0112
38 N -6.657566 0.880734 -3.001953  -0.5622
39 C 1.125718 -3.414647 3.449714  -0.4061
40 H 5.683486 -1.275798 -2.440063  0.3042
41 H -8.579648 1.583198 -3.086059  0.3556
42 C 5.232231 5.789702 2.309339  -0.2836
43 C 2.317787 -4.118965 3.467750  -0.3415
44 H -0.606307 -2.833990 -2.471833  0.5303
45 C 5.244557 4.538315 1.712219  -0.4956
46 H -5.078463 -2.439443 3.823277  0.4102
47 C 3.180273 5.107105 0.677232  -0.3669
48 H -0.244696 1.307956 -4.323914  0.2781
49 H -6.558848 2.156919 0.648684  0.3717
50 O 3.296839 -3.027195 -0.999931  -0.2765
51 H -0.692061 -0.148010 -1.130529  -0.1091
52 S 4.319266 1.373470 -1.334904  -0.6024
53 N 3.150908 6.313948 1.244131  -0.5379
54 H 3.509090 -2.877861 -0.066184  0.2458
55 H 1.367365 -2.172539 -3.561583  0.4579
56 H 3.571863 -5.458323 2.337344  0.3945
57 P 0.819112 2.036750 -2.256410  0.3332
58 F 1.718310 -0.316088 -0.208969  -0.7429
59 H 3.037487 0.169024 -3.816246  0.0114
60 Cl -2.520867 -0.929824 -2.457315  -0.3657
61 H 6.031094 6.106136 2.967266  0.3544
62 C 0.309626 -3.530114 2.333507  0.0570
63 H 2.983851 -4.055603 4.319346  0.3782
64 C -3.617572 -2.186848 2.268945  -0.4880
65 C 5.026332 -2.118706 -2.615829  -1.0642
66 H 4.115377 7.620603 2.492224  0.3402
67 H -4.717798 0.249096 -2.703312  0.3259
68 C 4.198326 4.184401 0.877987  0.2373
69 C 1.762746 -4.938611 1.301963  -0.3242
70 B 3.656686 -1.954134 -1.829696  0.4450
71 H -2.096791 0.604554 4.333692  0.4106
72 H -1.172548 -0.071746 2.119380  0.5702
73 C 0.825437 -1.374650 -3.063194  -1.3620

Cartesian forces, eV/Å:
C 0.0 0.1 0.0
H 0.0 0.0 0.0
H 0.0 0.0 -0.2
H -0.1 0.0 -0.2
H -0.2 -0.4 0.1
H -0.1 0.3 -0.2
O 0.1 0.1 0.2
C 0.0 0.0 0.0
H -0.1 0.0 -0.3
H 0.0 0.0 0.0
H 0.0 -0.1 0.0
H 0.0 0.2 0.0
C 0.0 0.0 0.0
Nb 0.2 0.9 1.2
H 0.0 0.0 0.0
C 0.0 -0.4 0.5
H 0.1 -0.3 0.0
H 0.0 0.0 0.0
C 0.0 0.0 0.0
H 0.0 0.0 0.0
C 0.0 -0.1 -0.2
C 0.0 0.0 -0.1
C 0.1 0.1 -0.1
N 0.0 -0.1 0.0
C 0.0 0.0 0.1
C 0.0 0.0 0.0
N -0.1 0.0 0.1
H -0.4 0.2 -0.1
H 0.1 0.0 0.0
H 0.3 0.0 0.4
C 0.0 0.0 0.0
H 0.0 0.0 0.0
C -0.2 0.1 -0.7
C 0.2 0.9 0.4
C 0.0 0.0 0.0
H 0.1 0.0 0.1
H -0.2 -0.1 0.3
N 0.0 0.0 0.1
C 0.0 0.0 0.0
H 0.1 0.4 0.0
H 0.0 0.0 0.0
C 0.0 0.0 0.0
C 0.0 0.0 0.0
H -0.1 -0.4 0.0
C 0.0 0.0 0.0
H 0.0 0.0 0.0
C -0.1 0.1 0.0
H 0.1 -0.4 -0.2
H 0.0 0.0 0.0
O 0.5 0.0 0.5
H 0.0 0.4 -0.2
S 0.1 -0.4 0.2
N 0.0 0.0 0.0
H -0.4 0.0 -0.3
H 0.1 -0.3 -0.3
H 0.0 0.0 0.0
P -0.7 -0.7 -0.2
F 0.5 0.5 -0.8
H -0.1 0.0 0.0
Cl 0.0 0.1 -0.1
H 0.0 0.0 0.0
C -0.1 0.1 -0.1
H 0.0 0.0 0.0
C 0.0 -0.1 -0.1
C -0.2 -0.1 0.3
H 0.1 0.0 0.0
H -0.1 0.1 0.0
C 0.0 -0.1 0.0
C 0.0 -0.1 -0.1
B -0.5 -0.7 -0.1
H 0.0 0.0 0.0
H 0.0 0.0 0.0
C 1.3 0.1 0.0

Entry 4:
Entry from the OMol25 dataset: an isolated ion of composition C20H42N3O4 and charge +1 in a non-equilibrium geometry (ωB97M-V/def2-TZVPD).

Summary:
Charge: +1
M, u: 388.6
Relative energy (zero: lowest compared OMol25 entry of this formula, charge and spin), kcal per mole: 262.22
Gap between HOMO and LUMO, eV: 7.56
Lowest unoccupied orbital energy, eV: -4.37
E_HOMO, eV: -11.9
SMILES: CCOCCCCCN(CCCO)/C(NC[C@@H]1CO1)=[NH+]/OC[C@@H](C)C(C)C

Each line ends with the natural charge from an NBO analysis.
Geometry (Å):
1 H -2.327083 1.662876 0.114936  0.2038
2 H -1.059678 -4.842796 2.683859  0.2293
3 H 2.438378 -3.969574 1.854996  0.2305
4 C -0.196156 -4.102156 2.383599  -0.6298
5 N 0.464261 0.567033 -0.829599  -0.2919
6 C 1.826060 3.919012 0.642618  -0.0762
7 C 0.896050 -0.212220 -1.910997  0.7251
8 H -0.651545 -4.373055 -2.507328  0.2248
9 H 2.679116 2.723386 -1.222022  0.2422
10 H -4.130736 -0.152767 2.113142  0.2284
11 H -5.049584 1.895161 2.943728  0.2169
12 H 2.311035 1.706085 0.334056  0.2187
13 O 2.194316 3.536549 2.020424  -0.7356
14 C -0.641843 -4.141343 -0.240796  -0.2621
15 H 2.676321 4.669896 0.274443  0.1926
16 H 0.155182 0.792142 1.335839  0.2496
17 C 2.698357 0.287681 -3.605730  -0.2746
18 C 1.911475 2.596672 -0.348376  -0.4510
19 O 2.442870 2.481041 -5.382182  -0.5519
20 H -1.696128 -1.195610 1.499274  0.2382
21 C -1.547413 -0.560383 0.499548  -0.4371
22 C -2.670931 0.630967 0.545354  -0.4320
23 C 2.131578 3.166647 -3.920150  -0.2174
24 C 0.403024 2.097329 -0.871032  -0.2533
25 H -4.191786 2.707569 1.465568  0.1710
26 C 0.437654 -4.562111 0.915678  -0.2228
27 H 2.614469 -4.475182 0.043922  0.2202
28 H -1.801630 3.108768 1.670895  0.1514
29 H 0.605129 0.344250 -3.966799  0.4289
30 H -2.634105 -5.217788 -0.989750  0.2298
31 C 1.915259 -3.868127 0.786641  -0.6541
32 N 0.950690 -1.710165 -1.707283  -0.3768
33 H 0.686143 -0.952352 0.842192  0.2632
34 C 0.011206 -0.055228 0.508221  -0.2580
35 H 0.113910 2.531859 -1.917809  0.2638
36 C -1.819946 3.172741 2.845994  -0.0800
37 C 3.258902 1.875102 -4.194504  0.0606
38 H -2.030100 5.124499 4.025638  0.2471
39 H -1.227669 5.380646 2.309875  0.2069
40 H -1.350621 -3.326002 0.211947  0.2289
41 H 1.808495 -2.094965 -2.162591  0.3686
42 H -0.568284 -2.986665 2.264309  0.1918
43 H 1.914176 -2.726153 0.531924  0.2039
44 H -0.351391 2.556919 -0.091943  0.2482
45 H -3.566510 0.269840 -0.156971  0.2271
46 H -0.168839 4.574571 3.687170  0.2330
47 O -3.160236 2.890958 3.432861  -0.5471
48 H 0.767330 4.411452 0.549583  0.2031
49 C -1.612003 -5.485115 -0.468300  -0.6323
50 N 1.266986 0.521581 -3.179816  -0.7013
51 C -3.292233 0.690923 2.066137  -0.4548
52 H 0.992471 2.977028 -4.105895  0.2475
53 C -3.977387 2.123103 2.475408  -0.0770
54 O -0.173794 -2.336526 -2.092502  -0.3874
55 C -1.256960 4.687087 3.255441  -0.6556
56 H 0.548576 -5.746292 0.930175  0.2225
57 H 0.623488 -4.160036 3.242370  0.2276
58 H -1.835487 -1.279828 -0.379184  0.2451
59 H 2.821025 -0.327278 -4.598452  0.2420
60 H 3.141773 3.209353 2.078452  0.4819
61 C -0.000568 -3.775947 -1.703530  -0.1026
62 H 3.433460 -0.013179 -2.746865  0.2298
63 H -0.991142 -6.307799 -1.036984  0.2184
64 H 2.612382 4.246619 -3.866456  0.2301
65 H -2.490062 0.373998 2.886766  0.2190
66 H -1.806564 -5.914927 0.626090  0.2254
67 H -1.059946 2.376366 3.251985  0.1766
68 H 1.106237 -4.152724 -1.866037  0.2049
69 H 4.480573 2.136584 -4.081175  0.2444

Cartesian forces, eV/Å:
H -0.5 -2.0 1.0
H 1.5 1.8 -0.6
H -1.1 0.2 -2.4
C 0.5 -0.4 -0.3
N 0.4 -2.3 -2.7
C 2.1 -0.3 -1.2
C -1.5 1.5 1.4
H 1.4 1.6 1.7
H -1.7 -0.2 1.5
H 1.8 1.8 -0.1
H 2.6 0.7 -0.7
H -0.8 1.9 -1.4
O 0.0 0.0 -1.2
C -0.3 -1.5 0.1
H -2.2 -1.3 0.6
H -0.4 -1.7 -2.0
C 1.4 2.6 -2.1
C -0.2 -0.7 0.7
O 2.8 -0.8 4.6
H 0.5 1.4 -2.2
C -0.6 0.0 0.4
C -1.0 -0.9 0.0
C 2.0 -1.9 -4.3
C 1.1 1.6 0.2
H 0.6 -0.8 2.1
C 0.1 0.5 0.9
H -1.5 1.5 1.4
H -0.4 0.0 2.2
H 0.6 -0.2 1.1
H 2.2 -0.7 1.0
C 0.7 -0.8 0.8
N 3.4 4.4 1.0
H -1.1 1.8 -1.2
C -0.4 -0.3 1.4
H 0.8 -1.3 2.0
C 1.1 0.5 0.1
C -3.1 2.1 0.3
H 1.8 -0.8 -1.4
H -0.1 -1.3 1.9
H 1.6 -1.2 -1.3
H -1.0 0.5 -0.1
H 0.6 -2.3 0.5
H -0.2 -2.2 0.3
H 1.3 -1.7 -1.5
H 2.0 0.9 1.4
H -2.3 0.4 -0.7
O 0.7 -0.4 -2.7
H 2.1 -0.9 0.8
C 0.6 0.2 1.1
N 0.5 -2.1 2.0
C -0.3 -0.4 0.3
H 2.3 0.6 1.8
C -0.8 -0.9 -0.5
O -1.3 -2.9 -0.6
C -0.6 -0.8 -0.1
H -0.1 2.6 -0.1
H -1.8 0.2 -1.9
H 1.2 1.4 1.5
H -0.4 0.7 2.3
H -1.7 0.8 -0.6
C -1.6 -1.4 -0.4
H -1.7 0.4 -1.6
H -1.4 1.6 0.9
H -1.3 -2.4 -0.1
H -1.6 0.9 -1.8
H 0.1 0.9 -2.5
H -1.4 1.4 -0.7
H -2.1 1.1 0.5
H -3.7 -0.7 -0.6

Entry 5:
Entry from the OMol25 dataset: a 2-piece molecular cluster, C3H12N2O overall in a non-equilibrium geometry (ωB97M-V/def2-TZVPD).

Summary:
M, u: 92.1
Relative energy (zero: lowest compared OMol25 entry of this formula, charge and spin), kcal per mole: 19.98
Gap between HOMO and LUMO, eV: 9.70
Lowest unoccupied orbital energy, eV: 0.94
E_HOMO, eV: -8.8
SMILES: CCNCN.O

Each line ends with the natural charge from an NBO analysis.
Geometry (Å):
1 H -0.540905 2.551155 0.111156  0.3674
2 N -0.281326 -0.191427 -0.490155  -0.6848
3 H 2.314961 -1.933608 0.720006  0.2224
4 H 1.315960 0.094856 0.830321  0.1773
5 H 1.088309 2.104304 0.078113  0.3583
6 N 0.230782 2.210079 -0.439215  -0.8412
7 H 0.963918 0.945672 -1.786318  0.1483
8 H 0.684732 -2.826072 0.987486  0.2189
9 H 1.309480 -2.144936 -0.575607  0.1990
10 H -0.496249 -1.021741 -1.028495  0.3666
11 H -0.107353 -0.707463 1.500337  0.1983
12 H -2.128376 -0.096749 0.311982  0.4860
13 H -0.723878 1.221227 -1.997618  0.1874
14 H -2.936913 1.123046 0.763607  0.4583
15 C 1.251908 -2.031646 0.520716  -0.6365
16 C 0.014488 1.015695 -1.231113  -0.0416
17 O -2.498685 0.339854 1.104189  -0.9639
18 C 0.539139 -0.652251 0.620611  -0.2204

Cartesian forces, eV/Å:
H 0.0 -0.3 0.3
N -0.7 -1.5 0.0
H -0.1 -0.4 1.0
H -0.3 0.0 0.0
H -0.2 0.3 0.4
N 0.1 -0.2 -0.5
H 0.0 -0.3 -0.1
H 0.4 -0.2 0.1
H -0.2 -0.8 0.2
H -0.1 0.5 -0.7
H 0.1 0.4 0.1
H 0.3 0.4 0.4
H -0.5 -0.3 0.1
H -0.1 0.0 0.0
C -0.3 1.6 -2.5
C 1.4 0.6 -0.2
O -0.4 -0.2 -0.1
C 0.5 0.5 1.4

- Among the records above, which one has the highest M?
  C25H36BClFN4NbO2PS